The following is a quantum chemistry calculation of 10 unconnected molecules or ions with the total composition C51H95ClF4N4O14PS3, from the OMol25 dataset.

Max |F| ... 0.091 Eh/bohr
E ... -154222.9106 eV
LUMO ... -0.109 hartree
Kohn-Sham gap ... 0.2470 hartree

```
! RIJCOSX wB97M-V def2-TZVPD def2/J DEFGRID3
* xyz 1 1
Cl -0.71 -1.95 1.19
S -2.71 2.74 2.62
S -4.53 2.27 4.98
S 2.92 -4.47 -5.81
P -1.58 -1.71 -4.24
F -3.37 -3.00 -0.10
F -1.31 -4.65 -2.55
F -3.66 -4.41 -1.83
F -1.19 -4.48 -0.38
O 0.74 0.73 5.03
O 1.67 5.39 -9.33
O -0.42 2.01 8.88
O -1.58 -9.44 -0.03
O 0.44 1.70 -1.62
O 0.94 -3.19 -1.30
O 3.37 -1.95 -9.39
O -1.78 3.86 -2.45
O 5.26 -0.41 -4.14
O -3.76 4.65 11.47
O -7.16 3.12 6.42
O 8.86 1.99 -2.38
O -0.04 3.48 -3.85
O 1.23 -10.02 4.24
N 3.51 -1.45 -1.39
N -1.99 -3.09 -4.90
N 0.49 -0.36 -2.98
N -2.24 0.87 4.85
C 0.65 -9.17 3.59
C -0.05 -1.78 -3.04
C -0.26 6.00 -8.09
C -1.11 3.00 -3.04
C 1.77 -1.46 -11.07
C -7.86 4.64 4.72
C -0.38 -1.38 -0.48
C -4.45 5.61 11.20
C 0.94 -7.71 3.77
C 6.32 -0.07 -3.64
C -1.98 0.56 0.14
C -5.28 6.30 12.24
C -0.39 -9.55 2.57
C 6.45 1.22 -2.88
C 9.91 1.14 -0.43
C 1.97 -0.14 -3.03
C -2.93 -3.26 -1.42
C -7.83 4.09 6.13
C -1.87 -7.13 -0.50
C -2.36 2.54 10.15
C 0.33 3.13 0.44
C -4.50 6.17 9.80
C -2.86 1.86 -0.09
C -1.39 -3.65 -1.53
C 9.88 1.59 -1.86
C 1.39 4.18 -7.30
C -1.26 -0.16 -1.05
C -1.41 1.43 -3.01
C -3.08 1.88 4.21
C -3.20 -8.97 -1.71
C -0.67 0.74 10.87
C 0.91 1.79 -0.29
C 2.81 -1.10 -10.04
C 11.18 1.54 -2.63
C -2.17 -8.60 -0.68
C -1.52 1.38 6.05
C 0.03 1.70 5.84
C 2.54 -2.66 -5.96
C -1.09 1.79 9.88
C 1.00 5.21 -8.34
C 0.09 0.83 3.72
C 1.03 -2.30 -5.49
C 3.11 0.37 -9.84
C -1.35 0.16 3.90
C 7.55 -0.92 -3.78
C -3.78 2.02 1.24
C 2.92 -0.35 -1.81
C -0.31 -2.50 -1.65
C -0.32 0.60 -2.10
C -8.67 4.80 7.16
C 0.90 -2.76 -3.93
H -2.27 3.08 11.09
H -1.42 1.14 -4.11
H -3.62 1.79 -0.94
H 0.26 0.28 10.55
H -3.85 5.58 9.15
H 1.19 3.86 0.69
H -2.74 -0.19 0.57
H 0.70 -0.99 -0.44
H -0.08 -9.21 1.58
H 7.90 -1.22 -2.79
H 3.29 -2.01 -5.38
H 11.92 2.18 -2.15
H 3.29 0.57 -1.24
H 1.70 -7.58 4.54
H 10.60 1.77 0.15
H -2.89 -8.63 -2.70
H 7.31 -1.81 -4.35
H -2.49 1.21 -2.67
H 0.51 1.66 6.88
H 0.03 1.95 3.46
H 0.81 -1.01 -10.81
H -7.49 5.67 4.72
H -4.97 7.34 12.35
H 5.48 1.73 -2.86
H 2.09 -1.11 -12.05
H -8.87 4.59 4.33
H -1.99 2.35 6.47
H -0.15 2.88 1.44
H -0.51 1.20 11.85
H 0.03 -7.18 4.09
H 11.54 0.51 -2.67
H 0.76 0.29 2.98
H 2.21 0.89 -9.52
H 2.10 0.96 -3.35
H 8.91 1.24 0.00
H -1.50 -6.71 -1.44
H 0.33 -2.88 -6.17
H -1.35 -9.11 2.83
H -1.30 0.79 1.04
H 2.68 -2.35 -7.07
H 2.32 3.69 -7.61
H -5.15 5.79 13.20
H 0.75 0.96 0.45
H -0.34 3.69 -0.28
H -1.87 -3.03 -5.92
H -1.61 0.62 6.89
H -0.12 4.46 -3.93
H 1.97 -2.80 -3.59
H 0.91 -4.12 -1.58
H 8.33 -0.36 -4.30
H -4.27 1.05 1.56
H 6.75 1.01 -1.85
H -0.16 6.57 -7.16
H 2.71 -4.81 -4.47
H -9.72 4.76 6.87
H -6.34 6.25 11.97
H -1.91 -0.02 2.93
H -8.55 4.30 8.12
H -3.31 -10.06 -1.73
H -0.50 -10.64 2.54
H -1.12 5.33 -8.03
H 0.52 -3.82 -3.97
H 1.56 4.67 -6.34
H -2.78 -6.61 -0.18
H -1.11 -7.01 0.26
H -8.34 5.83 7.26
H 1.31 -7.28 2.83
H -2.31 2.84 -0.18
H -1.24 -0.80 -5.32
H 7.17 1.87 -3.36
H 0.61 3.43 -7.21
H -4.53 2.85 1.01
H 1.66 -2.54 -11.10
H -0.41 6.70 -8.91
H 0.93 -1.18 -5.63
H 2.04 2.01 -0.28
H 11.01 1.89 -3.65
H -2.73 -1.12 -3.64
H -7.21 4.03 4.09
H -2.53 3.26 9.35
H 3.49 0.80 -10.77
H 3.16 -2.19 -2.01
H 0.25 2.75 5.45
H 2.50 -0.64 -3.92
H 0.26 -0.03 -3.95
H -3.30 -2.41 -2.07
H 10.22 0.10 -0.37
H -4.14 7.20 9.80
H -2.11 -0.64 -1.65
H -1.15 -0.87 4.36
H -4.17 -8.53 -1.44
H -3.20 1.85 10.19
H -1.44 -0.03 10.94
H -5.52 6.12 9.41
H 3.87 0.48 -9.07
*
```